# C22H22N6NiO5S2

A structure of composition C22H22N6NiO5S2 (wB97M-V/def2-TZVPD, the OMol25 dataset).

Atoms and positions in Å:
Ni -0.3156 0.3084 0.0451
O -2.0906 -0.5741 -0.3093
N -2.4285 -1.5452 0.5365
C -3.4556 -2.3418 0.1565
C -3.9057 -3.3487 0.9617
C -3.2826 -3.5419 2.1995
C -2.2412 -2.7291 2.5626
C -1.7849 -1.6967 1.7218
S -0.4751 -0.6632 2.1459
H -3.8658 -2.0879 -0.8087
H -4.7328 -3.9592 0.6324
H -3.6201 -4.3228 2.8669
H -1.7383 -2.8485 3.5115
N 0.5853 -1.3350 -0.9083
C 0.2803 -2.4476 -1.0122
N -0.0941 -3.6903 -1.1084
C -0.1286 -4.5641 0.0748
C 0.5937 -5.8543 -0.2641
O 0.0488 -6.4388 -1.4330
C 0.2116 -5.5990 -2.5609
C -0.5416 -4.2956 -2.3682
H -1.1756 -4.7643 0.3208
H 0.3370 -4.0429 0.9106
H 0.4712 -6.5783 0.5398
H 1.6641 -5.6587 -0.4051
H -0.1831 -6.1393 -3.4197
H 1.2766 -5.3954 -2.7284
H -1.6152 -4.4893 -2.2953
H -0.3599 -3.5982 -3.1838
N 4.4771 2.4541 -3.4460
C 4.0271 2.2386 -2.4125
C 3.4486 1.9566 -1.1256
C 4.2083 2.0243 0.0360
C 3.6000 1.7181 1.2383
C 2.2681 1.3492 1.2371
N 1.5327 1.2888 0.1228
C 2.1150 1.5882 -1.0358
H 5.2489 2.3139 -0.0110
H 4.1441 1.7686 2.1698
H 1.7552 1.1137 2.1603
H 1.5000 1.5517 -1.9265
N -1.5093 2.0180 0.1429
C -0.9691 3.3597 0.2634
C -1.3166 4.3383 -0.6506
C -0.7275 5.5934 -0.5599
C 0.1824 5.8779 0.4480
C 0.4906 4.8925 1.3791
C -0.0759 3.6342 1.2866
S 0.8998 7.5134 0.5999
O 0.8599 8.0262 -0.7593
O 2.2321 7.2384 1.1191
O 0.0160 8.1858 1.5332
H -2.0427 1.7631 0.9724
H -2.1876 1.9515 -0.6111
H -2.0190 4.1161 -1.4470
H -0.9535 6.3685 -1.2801
H 1.2015 5.1298 2.1604
H 0.1603 2.8694 2.0153

Forces on the atoms, in the same order (eV/Å):
Ni -0.1 0.2 -0.1
O -0.1 -0.1 0.1
N 0.0 0.1 -0.2
C 0.0 0.0 0.0
C 0.0 0.0 0.0
C 0.0 0.0 0.0
C 0.0 0.0 0.0
C 0.1 0.0 0.1
S -0.1 0.0 0.1
H 0.0 0.0 0.0
H 0.0 0.0 0.0
H 0.0 0.0 0.0
H 0.0 0.0 0.0
N 0.2 -0.1 0.0
C -0.2 0.1 -0.1
N 0.1 -0.1 0.1
C 0.0 0.1 -0.1
C 0.0 0.0 0.0
O 0.0 0.0 0.0
C 0.0 0.0 0.0
C 0.0 0.1 0.1
H 0.0 0.0 0.0
H 0.0 0.0 0.0
H 0.0 0.0 0.0
H 0.0 0.0 0.0
H 0.0 0.0 0.0
H 0.0 0.0 0.0
H 0.0 0.0 0.0
H 0.0 0.0 0.0
N 0.0 0.0 0.0
C -0.1 0.1 0.1
C 0.1 0.0 -0.1
C 0.0 0.0 0.0
C 0.0 0.0 0.0
C -0.1 0.1 0.0
N 0.2 -0.3 -0.1
C -0.1 0.1 0.0
H 0.0 0.0 0.0
H 0.0 0.0 0.0
H 0.0 -0.1 0.0
H 0.0 -0.1 0.0
N -0.1 -0.1 0.2
C -0.1 -0.1 -0.1
C 0.2 0.0 -0.1
C 0.0 0.1 0.0
C -0.3 -0.3 0.0
C 0.1 0.1 0.0
C -0.1 0.1 0.1
S 0.3 0.1 -0.1
O 0.0 0.0 0.1
O -0.1 0.0 0.0
O 0.0 0.0 0.0
H 0.1 0.1 0.1
H 0.1 0.1 -0.1
H 0.0 0.0 0.0
H 0.0 0.0 0.0
H 0.0 0.0 0.0
H 0.0 0.0 0.0

Output
- spin multiplicity = 3
- energy above the lowest of the compared OMol25 structures with the same formula, charge and spin (kcal per mole) = 0.0
- HOMO-LUMO gap (alpha / beta) (eV) = 6.351 / 5.946
- HOMO level (alpha / beta) (Ha) = -0.2645 / -0.2645

***

# C22H22O12PdS4Se

A structure of composition C22H22O12PdS4Se (wB97M-V/def2-TZVPD, the OMol25 dataset).

Atoms and positions in Å:
Pd -1.4380 -0.9768 -1.3136
O 2.3931 -1.2384 -3.0785
S 1.2500 -0.3539 -2.9725
O 1.5251 1.0437 -3.1450
O 0.5386 -0.6740 -1.6901
C 0.0955 -0.8789 -4.2386
C 0.5182 -1.9594 -5.0048
C -0.2945 -2.5007 -5.9857
C -1.5546 -1.9722 -6.1971
C -1.9853 -0.8992 -5.4355
C -1.1701 -0.3328 -4.4607
S -1.9268 1.1131 -3.6398
O -1.5441 2.2473 -4.4493
O -3.3453 0.7996 -3.6366
O -1.3664 1.1613 -2.2746
H 1.4932 -2.3757 -4.7967
H 0.0509 -3.3497 -6.5634
H -2.2134 -2.4051 -6.9404
H -2.9793 -0.4940 -5.5628
O -0.2215 -1.0348 1.4869
S 0.1339 -2.0886 2.4726
C -1.3901 -3.0563 2.7199
C -2.5540 -2.1354 3.0661
C -2.4991 -1.5516 4.4853
C -1.8517 -0.1771 4.6624
S -3.0373 1.1962 4.6339
O -2.2505 2.4088 5.0053
C -3.3326 1.2256 2.8751
C -4.4420 0.5739 2.3511
C -4.6222 0.5449 0.9760
C -3.7242 1.1992 0.1406
C -2.6453 1.8872 0.6835
C -2.4375 1.8928 2.0556
C 1.0391 -3.3336 1.5577
C 1.3648 -3.0473 0.2446
C 2.0793 -3.9866 -0.4895
C 2.4604 -5.1846 0.0936
C 2.1350 -5.4544 1.4203
C 1.4255 -4.5242 2.1614
H -1.1902 -3.7845 3.5112
H -1.5838 -3.5734 1.7758
H -3.4657 -2.7258 2.9509
H -2.6086 -1.3610 2.3009
H -1.9532 -2.2548 5.1231
H -3.5094 -1.5047 4.9075
H -1.0741 0.0510 3.9309
H -1.4286 -0.0822 5.6653
H -5.1340 0.0651 3.0136
H -5.4477 -0.0093 0.5497
H -3.8320 1.1577 -0.9391
H -1.9469 2.3832 0.0241
H -1.5921 2.4062 2.4968
H 1.0521 -2.1146 -0.2069
H 2.3208 -3.7605 -1.5201
H 3.0094 -5.9182 -0.4846
H 2.4281 -6.3942 1.8731
H 1.1672 -4.7292 3.1946
O -1.2243 -2.9189 -1.7999
Se -2.6778 -3.4514 -1.0663
O -2.3258 -4.4431 0.1577
O -3.1555 -1.9160 -0.5551
O -3.7060 -4.0871 -2.1225

Forces on the atoms, in the same order (eV/Å):
Pd 0.6 -0.5 -0.4
O 0.1 0.0 -0.1
S 0.0 -0.1 0.2
O 0.0 0.1 -0.1
O -0.2 0.1 0.1
C 0.0 0.0 -0.1
C 0.0 0.0 0.0
C 0.1 0.0 0.0
C -0.1 0.0 0.0
C 0.0 0.0 0.0
C -0.2 0.3 0.1
S 0.0 -0.2 -0.1
O 0.0 0.0 0.1
O 0.0 0.1 0.0
O -0.3 -0.1 0.5
H 0.0 0.0 0.0
H 0.0 0.0 0.0
H 0.0 0.0 0.0
H 0.0 0.0 0.0
O 0.0 0.4 0.1
S -0.1 -0.2 0.0
C 0.1 0.1 -0.1
C 0.1 0.0 0.0
C -0.1 -0.1 0.0
C 0.1 0.0 0.1
S -0.1 -0.1 0.0
O 0.0 0.0 0.0
C 0.0 0.1 0.0
C 0.0 0.0 0.0
C 0.0 0.0 0.0
C 0.1 0.0 -0.1
C 0.1 -0.1 0.0
C 0.0 0.0 -0.1
C 0.1 -0.1 0.1
C 0.0 0.0 0.0
C 0.0 0.0 0.0
C 0.0 0.0 0.0
C 0.0 0.0 0.0
C 0.0 0.0 0.0
H 0.0 0.0 0.0
H 0.0 0.0 0.1
H 0.0 0.0 0.0
H 0.0 0.0 0.0
H 0.0 0.0 0.0
H 0.0 0.0 0.0
H 0.0 0.0 0.0
H 0.1 0.0 0.0
H 0.0 0.0 0.0
H 0.0 0.0 0.0
H -0.1 0.0 0.1
H 0.0 0.0 -0.1
H 0.0 0.0 0.0
H 0.0 0.0 0.0
H 0.0 0.0 0.0
H 0.0 0.0 0.0
H 0.0 0.0 0.0
H 0.0 0.0 0.0
O -0.4 -0.1 0.5
Se 0.3 -0.1 -0.5
O -0.1 0.0 0.1
O 0.1 0.5 -0.1
O 0.0 0.0 0.0

Output
- total charge = -2
- energy above the lowest of the compared OMol25 structures with the same formula, charge and spin (kcal per mole) = 3.2
- HOMO-LUMO gap (eV) = 7.837
- HOMO level (Ha) = -0.1442

***

# C22H23Cl2N6O5PSY

A structure of composition C22H23Cl2N6O5PSY (wB97M-V/def2-TZVPD, the OMol25 dataset).

Atoms and positions in Å:
Y -0.7152 -0.1355 -0.6235
O -0.1285 -3.0251 -3.8668
C -0.8501 -2.0081 -3.4048
O -0.3281 -1.0723 -2.8282
C -2.3117 -2.2053 -3.7764
O -3.1998 -1.2468 -3.3006
C -3.9201 -1.5575 -2.1094
C -2.9548 -1.3763 -0.9583
O -1.9396 -2.1376 -0.9365
O -3.0308 -0.3806 -0.1896
H 0.8036 -2.8410 -3.6616
H -2.5762 -3.2229 -3.4735
H -2.3348 -2.1712 -4.8696
H -4.3096 -2.5790 -2.1401
H -4.7287 -0.8366 -2.0472
C 3.6795 -3.4405 1.6325
N 2.4738 -3.1203 0.8769
C 1.7180 -4.0211 0.1782
C 0.7142 -3.3115 -0.4127
N 0.8439 -1.9901 -0.0796
C 1.9138 -1.8992 0.6949
P 2.5501 -0.3759 1.4626
C 2.5558 0.6689 -0.0228
N 1.5943 0.7589 -0.9325
C 2.0307 1.6427 -1.8783
C 3.2732 2.0866 -1.5348
N 3.5996 1.4662 -0.3588
C 4.8443 1.6578 0.3774
C 0.9994 0.1818 2.2539
N -0.2250 0.0865 1.7558
C -1.0844 0.5668 2.7053
C -0.3645 0.9631 3.7914
N 0.9494 0.7094 3.5022
C 2.0671 1.0382 4.3795
H 3.7112 -4.5156 1.7824
H 4.5699 -3.1303 1.0892
H 3.6550 -2.9532 2.6036
H 1.9441 -5.0732 0.1642
H -0.1079 -3.6677 -1.0082
H 1.4122 1.9207 -2.7145
H 3.9350 2.7836 -2.0188
H 5.4554 2.3681 -0.1713
H 4.6470 2.0596 1.3688
H 5.3875 0.7195 0.4643
H -2.1487 0.6039 2.5390
H -0.6722 1.3887 4.7307
H 1.7192 1.0083 5.4082
H 2.8623 0.3082 4.2563
H 2.4459 2.0348 4.1596
Cl -0.3921 2.9277 0.4159
C -2.1032 3.0578 0.0702
C -2.9087 3.6558 1.0247
C -4.2664 3.7571 0.7803
C -4.7870 3.2545 -0.4032
C -3.9567 2.6570 -1.3344
Cl -4.6863 2.0393 -2.7779
C -2.5733 2.5385 -1.1400
S -1.5139 1.7886 -2.3273
H -2.4735 4.0432 1.9357
H -4.9170 4.2280 1.5040
H -5.8465 3.3250 -0.6065

Forces on the atoms, in the same order (eV/Å):
Y -0.1 0.0 -0.5
O 0.1 0.2 0.0
C -0.1 -0.1 -0.1
O 0.0 -0.1 0.1
C 0.0 0.0 0.1
O 0.0 0.0 0.0
C 0.1 0.0 -0.1
C -0.3 0.0 0.1
O 0.1 0.1 0.1
O 0.2 0.0 0.0
H -0.1 -0.1 0.0
H 0.0 0.0 0.0
H 0.0 0.0 0.0
H 0.0 0.0 0.0
H 0.0 0.0 0.0
C -0.1 0.0 0.0
N 0.0 0.0 0.0
C 0.0 0.0 -0.1
C 0.0 0.1 0.1
N 0.1 -0.1 -0.1
C 0.0 0.0 0.1
P 0.0 0.0 0.0
C 0.1 0.0 0.0
N 0.0 0.0 0.2
C -0.1 0.0 0.0
C 0.0 0.0 0.0
N 0.0 0.1 -0.1
C 0.0 0.0 0.0
C 0.1 0.0 0.1
N -0.1 -0.1 0.0
C 0.0 0.0 -0.1
C 0.0 0.0 0.0
N 0.0 0.1 0.0
C 0.0 0.0 0.0
H 0.0 0.0 0.0
H 0.0 0.0 0.0
H 0.0 0.0 0.0
H 0.0 0.0 0.0
H 0.0 0.0 0.0
H 0.0 0.0 0.0
H 0.0 0.0 0.0
H 0.0 0.0 0.0
H 0.0 0.0 0.0
H 0.0 0.0 0.0
H 0.0 0.0 0.0
H 0.0 0.0 0.0
H 0.0 0.0 0.0
H 0.0 0.0 0.0
H 0.0 0.0 0.0
Cl 0.1 0.2 0.1
C -0.1 0.0 0.1
C 0.0 0.0 0.0
C 0.0 0.0 -0.1
C 0.0 0.0 0.1
C -0.1 0.0 0.0
Cl 0.0 0.0 0.0
C 0.2 0.0 -0.1
S -0.1 0.0 0.1
H 0.0 0.0 0.0
H 0.0 0.0 0.0
H 0.0 0.0 0.0

Output
- total charge = +1
- energy above the lowest of the compared OMol25 structures with the same formula, charge and spin (kcal per mole) = 5.3
- HOMO-LUMO gap (eV) = 7.154
- HOMO level (Ha) = -0.3562

***

Number 1: molecular weight 573.28 g mol⁻¹. Number 2: molecular weight 792.05 g mol⁻¹. Number 3: molecular weight 674.32 g mol⁻¹.